(1)
# C20H25N5O3

One molecule with the formula C20H25N5O3 at a distorted geometry (ωB97M-V/def2-TZVPD, the OMol25 dataset).

Output
SMILES string ... CCCCCCc1nc(C(N)=O)c2[nH]c(=O)n(-c3ccc(OCC)cc3)c2n1
Frontier orbital gap ... 8.21 eV
HOMO energy ... -8.2 eV
Energy ... -1276.720952 a.u.

ORCA input file:
```
! RIJCOSX wB97M-V def2-TZVPD def2/J DEFGRID3
* xyz 0 1
C -1.8336 -5.9581 2.2930
C -1.3398 -4.7974 1.4382
C -2.4276 -4.2801 0.4999
C -1.9398 -3.1143 -0.3564
C -3.0269 -2.6048 -1.2983
H -3.8863 -2.2640 -0.7171
H -3.3581 -3.4215 -1.9431
C -2.5351 -1.4502 -2.1820
C -2.2112 -0.2493 -1.3517
N -3.2199 0.5097 -0.9620
C -2.9779 1.5765 -0.1887
C -1.6784 1.8534 0.1845
N -1.0662 2.8134 0.9315
C 0.2948 2.5915 0.9603
O 1.1128 3.2538 1.5433
N 0.5274 1.4406 0.1879
C -0.6677 0.9770 -0.2846
N -0.9223 -0.0641 -1.0475
C 1.7943 0.8556 -0.0356
C 1.8929 -0.5128 -0.2734
C 3.1264 -1.0835 -0.4918
C 4.2909 -0.3112 -0.4722
C 4.1821 1.0555 -0.2360
C 2.9428 1.6333 -0.0250
H 2.8770 2.6920 0.1630
H 5.0512 1.6932 -0.2193
O 5.4441 -0.9881 -0.7142
C 6.6874 -0.3207 -0.6232
C 7.1269 -0.0892 0.8197
H 7.1825 -1.0397 1.3442
H 6.4211 0.5504 1.3438
H 8.1068 0.3799 0.8331
H 7.3909 -0.9941 -1.1211
H 6.6623 0.6233 -1.1811
H 3.2188 -2.1411 -0.6803
H 1.0026 -1.1187 -0.2987
H -1.5534 3.5682 1.3913
C -4.1096 2.4430 0.2505
O -3.9301 3.4214 0.9521
N -5.3029 2.0273 -0.2037
H -6.1416 2.5344 0.0206
H -5.3283 1.2044 -0.7835
H -1.6374 -1.7542 -2.7195
H -3.3183 -1.1850 -2.8928
H -1.6128 -2.3007 0.2947
H -1.0754 -3.4321 -0.9437
H -3.2896 -3.9596 1.0901
H -2.7580 -5.0934 -0.1510
H -1.0070 -3.9842 2.0872
H -0.4796 -5.1215 0.8481
H -1.0444 -6.3119 2.9521
H -2.6786 -5.6490 2.9047
H -2.1527 -6.7864 1.6640
*
```

---

(2)
# C20H26AsNO4PS7Tc

C20H26AsNO4PS7Tc as an isolated structure at a distorted geometry (ωB97M-V/def2-TZVPD, the OMol25 dataset).

Output
Frontier orbital gap (spin up / spin down) ... 6.29 / 6.30 eV
HOMO energy (spin up / spin down) ... -8.0 / -8.0 eV
Energy ... -6578.857328 a.u.

ORCA input file:
```
! RIJCOSX wB97M-V def2-TZVPD def2/J DEFGRID3
* xyz 0 1
Tc 0.1610 -0.2651 0.4181
S 0.2913 0.7271 5.0666
C 0.2929 0.4034 3.4741
S -0.3685 1.3533 2.2179
S 0.9200 -0.9795 2.7039
C 0.6350 3.7630 -1.2239
C 1.9984 4.0051 -1.1367
C 2.8223 3.0052 -0.6734
C 2.2852 1.7833 -0.2925
N 0.9593 1.5679 -0.3394
C 0.1517 2.5414 -0.8162
C 3.0480 0.6181 0.1125
C 4.4403 0.6274 0.1855
C 5.1262 -0.5198 0.5174
C 4.4025 -1.6770 0.7806
C 3.0191 -1.6741 0.7249
C 2.2975 -0.5250 0.3855
H -0.0547 4.5065 -1.5988
H 2.4128 4.9617 -1.4376
H 3.8899 3.1543 -0.6087
H -0.9017 2.3236 -0.8462
H 4.9898 1.5402 -0.0188
H 6.2087 -0.5153 0.5819
H 4.9191 -2.5934 1.0514
H 2.5183 -2.5890 1.0010
S 1.3995 -3.7294 -1.2083
As -0.4710 -2.6985 -1.8644
S 0.1505 -2.8575 0.2671
S 0.0348 -0.6498 -2.0906
S -1.8356 -3.8289 -2.8719
C -3.1205 -0.4331 3.8904
C -4.1641 -0.3802 2.7901
C -4.7082 -1.7644 2.4646
C -5.2804 0.5775 3.1548
O -3.5548 0.2309 1.5801
P -2.5886 -0.4172 0.5475
O -1.5807 -1.3600 1.2045
O -1.7768 0.6602 -0.1573
O -3.4173 -1.2752 -0.4677
C -4.4227 -0.8458 -1.4730
C -5.2372 0.3676 -1.0380
C -3.6730 -0.5477 -2.7599
C -5.3107 -2.0619 -1.6228
H -3.5806 -0.8420 4.7932
H -2.7436 0.5661 4.1139
H -2.2770 -1.0670 3.6124
H -5.1021 -2.2154 3.3767
H -3.9240 -2.4200 2.0772
H -5.5126 -1.7106 1.7281
H -5.7531 0.2553 4.0862
H -6.0390 0.6118 2.3684
H -4.8755 1.5818 3.2951
H -4.6063 1.2403 -0.8472
H -5.8249 0.1624 -0.1420
H -5.9210 0.6187 -1.8509
H -2.9548 0.2604 -2.6088
H -4.3904 -0.2435 -3.5265
H -3.1393 -1.4300 -3.1092
H -5.8559 -2.2604 -0.6964
H -4.7048 -2.9353 -1.8697
H -6.0328 -1.8915 -2.4264
*
```

---

(3)
# C20H26BN7ORuS

C20H26BN7ORuS as an isolated structure at a distorted geometry (ωB97M-V/def2-TZVPD, the OMol25 dataset).

Output
Frontier orbital gap (spin up / spin down) ... 7.12 / 6.78 eV
HOMO energy (spin up / spin down) ... -11.6 / -11.5 eV
Energy ... -1754.046002 a.u.
<S²> ... 0.76

ORCA input file:
```
! RIJCOSX wB97M-V def2-TZVPD def2/J DEFGRID3
* xyz 1 2
Ru 0.1901 0.0966 -0.0323
C -0.6051 -3.1052 -1.6578
C -1.5658 -2.5852 -0.6449
C -2.7951 -3.0858 -0.2273
C -3.2752 -2.1893 0.7188
C -4.5434 -2.2596 1.4956
N -2.3659 -1.2078 0.8478
N -1.3246 -1.4563 0.0238
B -2.4298 0.0353 1.7600
N -2.4002 1.3007 0.8828
N -1.3664 1.5728 0.0598
C -1.6380 2.6872 -0.6266
C -0.6714 3.2054 -1.6358
C -2.8847 3.1523 -0.2191
C -3.3396 2.2515 0.7374
C -4.6132 2.2879 1.5054
N -1.2000 0.0352 2.6743
N 0.0561 0.0372 2.1726
C 0.9171 0.0208 3.1928
C 2.3892 0.0175 2.9766
C 0.1903 0.0093 4.3836
C -1.1460 0.0185 4.0181
C -2.3423 0.0125 4.9043
H -0.8707 -4.1145 -1.9613
H -0.6233 -2.4614 -2.5372
H 0.4089 -3.1054 -1.2531
H -3.2806 -3.9855 -0.5623
H -5.0912 -3.1571 1.2213
H -4.3401 -2.2880 2.5662
H -5.1708 -1.3896 1.3018
H -3.4215 0.0152 2.4039
H 0.1631 2.5079 -1.7204
H -1.1471 3.2972 -2.6112
H -0.2871 4.1836 -1.3490
H -3.4022 4.0275 -0.5711
H -5.1772 3.1775 1.2384
H -5.2237 1.4093 1.2955
H -4.4194 2.3046 2.5779
H 2.6052 0.0224 1.9115
H 2.8489 0.8945 3.4318
H 2.8435 -0.8659 3.4244
H 0.5801 -0.0022 5.3865
H -2.0249 0.0114 5.9437
H -2.9654 0.8900 4.7303
H -2.9580 -0.8701 4.7280
O 0.2915 -0.1840 -2.3313
N 1.3831 -0.7028 -2.8389
C 1.3345 -1.2331 -4.0795
C 2.4271 -1.8437 -4.6366
C 3.6169 -1.9116 -3.9138
C 3.6630 -1.3413 -2.6612
C 2.5318 -0.7291 -2.1256
S 2.5515 0.0126 -0.5686
H 0.3798 -1.1413 -4.5751
H 2.3465 -2.2701 -5.6249
H 4.4851 -2.4067 -4.3241
H 4.5592 -1.3515 -2.0577
*
```

---

(4)
# C20H26BrN4O5PtS

C20H26BrN4O5PtS as an isolated structure (ωB97M-V/def2-TZVPD, the OMol25 dataset).

Output
Frontier orbital gap ... 8.22 eV
HOMO energy ... -10.6 eV
Energy ... -4464.294608 a.u.

ORCA input file:
```
! RIJCOSX wB97M-V def2-TZVPD def2/J DEFGRID3
* xyz 1 1
Pt -0.5549 -1.0451 -0.3054
Br -2.6699 -0.6260 -2.9647
C -3.3132 -0.3775 -1.2072
C -4.6428 -0.0330 -1.0693
C -5.1623 0.0944 0.2071
C -4.3399 -0.1542 1.2894
C -3.0178 -0.4937 1.0835
N -2.4992 -0.5788 -0.1644
C -2.1366 -0.8255 2.3126
O -2.6959 -0.7816 3.3940
O -0.9320 -1.1221 2.0443
H -5.2476 0.1185 -1.9501
H -6.2014 0.3611 0.3457
H -4.6772 -0.1050 2.3145
C -1.2042 -5.5096 0.1692
C -0.8885 -4.2112 -0.5339
O -1.2305 -3.0808 0.2986
H -0.9951 -6.3517 -0.4904
H -2.2545 -5.5491 0.4560
H -0.5928 -5.6313 1.0656
H -1.4879 -4.0877 -1.4349
H 0.1666 -4.1456 -0.8097
H -0.8770 -3.1952 1.1951
C 2.0413 4.0470 3.0975
C 2.2250 2.7630 2.3428
C 3.0903 2.6912 1.2521
C 3.2496 1.5075 0.5482
C 2.5562 0.3785 0.9656
C 1.7053 0.4152 2.0658
C 1.5371 1.6128 2.7339
S 2.7710 -1.0867 0.0099
C 3.3638 -2.1800 1.2909
O 1.4112 -1.7314 -0.3369
H 2.2785 4.9126 2.4794
H 2.7010 4.0714 3.9670
H 1.0178 4.1432 3.4577
H 3.6410 3.5735 0.9466
H 3.9105 1.4591 -0.3098
H 1.1442 -0.4559 2.3880
H 0.8454 1.6556 3.5654
H 2.6533 -2.1928 2.1159
H 4.3341 -1.8084 1.6186
H 3.4680 -3.1686 0.8496
C 1.2750 2.5328 -4.0670
N 0.5834 2.0767 -2.8786
C -0.0982 2.9289 -1.9221
C -0.6288 1.9173 -0.9141
O -1.3259 2.1491 0.0342
N -0.1814 0.6616 -1.3221
C 0.5064 0.8141 -2.4597
N 1.0822 -0.2129 -3.0796
H 0.9991 3.5679 -4.2493
H 0.9705 1.9537 -4.9403
H 2.3591 2.4777 -3.9498
H -0.9128 3.4953 -2.3744
H 0.5891 3.6118 -1.4226
H 0.8382 -1.1340 -2.7401
H 1.4545 -0.1162 -4.0082
*
```

---

How do the records compare in ΔE to the lowest compared entry with this formula, charge and spin? In the order shown, they have 5.3; 22.9; 27.4; 22.4 kcal/mol.